<one>
Density functional theory data (the ωB97M-V functional and the def2-TZVPD basis) for a molecular structure, C24H29N3O3Tl.

Each line ends with the natural charge from an NBO analysis.
Atoms and positions in Å:
Tl (-1.87, 2.19, -0.75)  0.739
C (-5.62, 0.73, -0.99)  -0.594
C (-5.03, -0.46, -1.66)  -0.424
C (-4.62, -1.43, -0.53)  -0.054
C (-5.53, -2.25, 0.13)  -0.223
C (-5.05, -3.07, 1.14)  -0.243
C (-3.73, -3.02, 1.52)  -0.213
C (-2.78, -2.16, 0.98)  -0.047
C (-1.39, -1.98, 1.57)  -0.429
C (-1.39, -1.56, 2.97)  -0.604
C (-3.27, -1.41, -0.13)  0.226
N (-2.36, -0.66, -0.89)  -0.550
C (-1.54, -1.27, -1.64)  0.149
C (-0.57, -0.60, -2.45)  -0.036
C (0.35, -1.21, -3.37)  -0.285
C (1.14, -0.21, -3.83)  -0.350
C (0.81, 0.91, -3.07)  -0.069
N (-0.21, 0.66, -2.21)  -0.552
H (-5.70, 1.58, -1.70)  0.204
H (-5.04, 1.01, -0.13)  0.214
H (-6.60, 0.40, -0.61)  0.192
H (-4.18, -0.11, -2.27)  0.235
H (-5.81, -0.93, -2.31)  0.193
H (-6.53, -2.35, -0.23)  0.200
H (-5.65, -3.79, 1.68)  0.197
H (-3.51, -3.71, 2.33)  0.193
H (-0.87, -1.23, 0.97)  0.241
H (-0.90, -2.92, 1.43)  0.196
H (-1.94, -0.58, 2.93)  0.228
H (-0.44, -1.27, 3.30)  0.208
H (-1.81, -2.31, 3.65)  0.191
H (-1.75, -2.32, -1.95)  0.154
H (0.24, -2.20, -3.75)  0.193
H (1.86, -0.16, -4.60)  0.202
H (1.26, 1.84, -3.05)  0.182
O (4.90, 2.54, -1.94)  -0.730
C (5.60, 1.50, -1.30)  -0.071
C (6.15, 1.93, 0.07)  -0.404
C (5.05, 2.50, 1.00)  -0.435
C (4.05, 1.41, 1.33)  0.207
C (3.93, 0.74, 2.53)  -0.282
C (2.95, -0.19, 2.61)  -0.170
C (2.05, -0.39, 1.56)  -0.234
C (2.22, 0.26, 0.37)  0.061
N (3.18, 1.21, 0.30)  -0.471
H (4.05, 2.53, -1.52)  0.484
H (6.46, 1.37, -1.97)  0.167
H (5.02, 0.65, -1.21)  0.185
H (6.91, 2.72, 0.05)  0.200
H (6.58, 1.04, 0.61)  0.191
H (4.59, 3.32, 0.40)  0.231
H (5.51, 2.91, 1.91)  0.199
H (4.52, 1.07, 3.35)  0.210
H (2.77, -0.88, 3.45)  0.209
H (1.30, -1.15, 1.61)  0.215
H (1.61, 0.19, -0.44)  0.227
O (0.07, 3.47, 0.31)  -0.739
C (0.17, 2.63, 1.18)  0.640
O (-0.57, 1.59, 1.37)  -0.816
H (0.97, 2.87, 1.92)  0.063

Net charge ... -1
Spin multiplicity ... 1
HOMO ... -4.3 eV
Gap between HOMO and LUMO ... 0.2599 Ha


<two>
Density functional theory data (the ωB97M-V functional and the def2-TZVPD basis) for a molecular structure, C24H29N3O3Tl.

Each line ends with the natural charge from an NBO analysis.
Atoms and positions in Å:
Tl (-0.92, -1.05, -1.08)  0.837
C (1.02, 0.15, 3.54)  -0.598
C (-0.04, -0.83, 3.04)  -0.420
C (-1.43, -0.41, 3.42)  -0.061
C (-1.95, -0.74, 4.67)  -0.186
C (-3.25, -0.36, 5.01)  -0.242
C (-4.02, 0.22, 4.03)  -0.204
C (-3.59, 0.51, 2.78)  -0.029
C (-4.54, 0.99, 1.72)  -0.416
C (-4.30, 2.47, 1.52)  -0.601
C (-2.22, 0.18, 2.51)  0.155
N (-1.72, 0.48, 1.26)  -0.552
C (-0.93, 1.47, 1.17)  0.152
C (-0.26, 2.07, 0.03)  -0.068
C (0.38, 3.32, -0.02)  -0.279
C (0.84, 3.41, -1.30)  -0.353
C (0.53, 2.22, -2.00)  -0.039
N (-0.19, 1.42, -1.21)  -0.589
H (1.97, 0.00, 2.98)  0.206
H (1.22, -0.01, 4.59)  0.199
H (0.67, 1.19, 3.30)  0.207
H (0.16, -1.80, 3.45)  0.205
H (0.09, -0.84, 1.96)  0.223
H (-1.40, -1.25, 5.41)  0.195
H (-3.66, -0.72, 5.89)  0.199
H (-5.03, 0.48, 4.45)  0.194
H (-5.56, 0.79, 2.04)  0.203
H (-4.41, 0.42, 0.75)  0.227
H (-4.49, 3.05, 2.37)  0.196
H (-4.89, 2.95, 0.74)  0.201
H (-3.27, 2.68, 1.20)  0.221
H (-0.74, 2.09, 2.10)  0.146
H (0.48, 3.96, 0.82)  0.203
H (1.48, 4.25, -1.56)  0.197
H (0.88, 1.93, -2.96)  0.196
O (0.01, -0.65, -3.82)  -0.775
C (1.27, -0.53, -4.39)  -0.044
C (2.23, -1.72, -4.25)  -0.425
C (2.30, -2.25, -2.84)  -0.446
C (2.88, -1.28, -1.84)  0.250
C (4.24, -1.02, -1.95)  -0.269
C (4.79, -0.22, -1.02)  -0.172
C (3.96, 0.46, -0.15)  -0.266
C (2.60, 0.26, -0.12)  0.045
N (2.06, -0.68, -0.91)  -0.465
H (-0.28, -1.56, -3.94)  0.511
H (1.75, 0.31, -3.95)  0.158
H (1.22, -0.39, -5.55)  0.138
H (3.23, -1.37, -4.54)  0.185
H (1.86, -2.56, -4.87)  0.249
H (2.93, -3.13, -2.88)  0.221
H (1.27, -2.46, -2.54)  0.239
H (4.84, -1.46, -2.73)  0.213
H (5.80, 0.14, -1.08)  0.204
H (4.40, 1.15, 0.51)  0.202
H (1.96, 0.89, 0.51)  0.220
O (0.49, -4.56, -4.13)  -0.753
C (-0.55, -4.16, -3.62)  0.655
O (-1.00, -3.03, -3.47)  -0.807
H (-1.16, -4.89, -3.03)  0.008

Net charge ... -1
Spin multiplicity ... 1
HOMO ... -4.8 eV
Gap between HOMO and LUMO ... 0.2739 Ha


Stability summary - winner: <two>; margin: 0.0023 hartree.


<one>
Density functional theory data (the ωB97M-V functional and the def2-TZVPD basis) for a molecular structure, C4H6NO.

Each line ends with the natural charge from an NBO analysis.
Atoms and positions in Å:
C (0.51, -0.55, -1.47)  -0.029
C (-0.49, 0.72, 0.42)  -0.538
C (-0.48, -0.53, 1.22)  -0.103
C (-0.01, 0.59, -0.95)  0.067
N (1.13, -0.92, -0.41)  0.152
O (0.87, -1.01, 0.82)  -0.173
H (0.83, -0.80, -2.40)  0.258
H (-1.48, 1.26, 0.27)  0.328
H (0.25, 1.58, 0.86)  0.296
H (-0.20, -0.50, 2.29)  0.265
H (-1.06, -1.30, 0.90)  0.221
H (0.12, 1.46, -1.55)  0.256

Net charge ... +1
Spin multiplicity ... 1
HOMO ... -15.6 eV
Gap between HOMO and LUMO ... 0.3532 Ha


<two>
Density functional theory data (the ωB97M-V functional and the def2-TZVPD basis) for a molecular structure, C4H6NO.

Each line ends with the natural charge from an NBO analysis.
Atoms and positions in Å:
C (-0.47, 0.81, -0.19)  -0.229
C (0.30, -0.40, -0.17)  0.557
C (-1.65, -0.22, -0.09)  0.241
C (1.63, -0.74, -0.60)  -0.738
N (-1.56, 0.73, 0.94)  -0.490
O (-0.62, -1.20, 0.31)  -0.399
H (-0.30, 1.71, -0.69)  0.275
H (1.70, -1.57, -1.39)  0.317
H (2.13, -1.30, 0.10)  0.300
H (2.17, 0.23, -0.90)  0.276
H (-1.24, 0.45, 1.83)  0.447
H (-2.09, 1.50, 0.85)  0.443

Net charge ... +1
Spin multiplicity ... 1
HOMO ... -14.6 eV
Gap between HOMO and LUMO ... 0.3400 Ha


Stability summary - winner: <two>; margin: 0.0048 hartree.